Entry 1:
ORCA calculation (ωB97M-V/def2-TZVPD) on C6H10O as an isolated structure.

Geometry as XYZ:
```
17
Properties=species:S:1:pos:R:3:lowdin_charge:R:1
C -0.29 1.25 -1.21 -0.08
C -0.81 0.31 -0.13 -0.30
C -0.94 -1.20 -0.48 -0.08
C -0.17 -1.54 0.79 -0.25
O 1.26 -1.61 0.56 -0.02
C 1.51 -0.40 1.05 -0.01
C 0.02 -0.06 1.17 -0.19
H -0.16 2.27 -0.84 0.07
H -1.03 1.29 -2.02 0.08
H 0.66 0.91 -1.63 0.08
H -1.77 0.68 0.22 0.13
H -1.96 -1.57 -0.49 0.11
H -0.43 -1.51 -1.40 0.12
H -0.48 -2.34 1.46 0.15
H 2.41 1.87 0.23 0.04
H 2.47 1.23 0.63 -0.02
H -0.30 0.43 2.09 0.13
```

Calculated values
* energy relative to the best compared isomer or geometry (same formula, charge and spin): 113.8 kcal per mole
* E: -8426.3050 eV
* HOMO-LUMO gap: 9.13 eV

Entry 2:
ORCA calculation (ωB97M-V/def2-TZVPD) on the molecule C14H16N4O7.

Geometry as XYZ:
```
41
Properties=species:S:1:pos:R:3:lowdin_charge:R:1
O 3.53 -1.43 -1.31 0.08
C 3.06 -1.09 -0.18 -0.27
C 1.74 -1.55 0.21 -0.04
N 1.12 -1.22 1.30 0.17
N -0.26 -1.45 1.38 -0.03
C -1.17 -1.27 0.31 -0.10
C -2.47 -0.72 0.88 -0.21
C -2.86 0.64 0.32 -0.11
N -2.72 0.72 -1.14 -0.16
C -3.74 0.08 -1.96 -0.16
C -3.11 -0.52 -3.17 -0.14
O -2.57 0.60 -3.95 -0.14
C -1.51 1.24 -3.32 -0.21
C -1.96 1.70 -1.92 -0.15
O -2.20 -0.53 2.30 0.09
C -0.90 -0.86 2.51 -0.46
O -0.41 -0.88 3.62 0.12
C 3.80 -0.43 0.94 -0.19
C 4.56 0.66 0.64 0.04
C 5.07 1.09 1.91 0.03
C 4.56 0.34 2.88 -0.21
N 4.87 0.44 4.21 -0.34
O 4.83 1.56 4.71 0.11
O 5.09 -0.58 4.84 0.13
O 3.73 -0.59 2.28 0.14
H 1.19 -2.10 -0.53 0.12
H -0.60 -0.57 -0.24 0.11
H -1.28 -2.16 -0.32 0.14
H -3.30 -1.40 0.71 0.15
H -3.89 0.81 0.60 0.13
H -2.42 1.48 0.74 0.12
H -4.10 -0.76 -1.43 0.11
H -4.51 0.67 -2.25 0.10
H -2.43 -1.32 -2.88 0.12
H -3.76 -0.89 -3.88 0.10
H -0.65 0.60 -3.18 0.11
H -1.31 2.08 -4.04 0.14
H -1.01 1.81 -1.36 0.12
H -2.50 2.67 -1.87 0.12
H 4.78 1.14 -0.35 0.15
H 5.69 1.99 1.98 0.14
```

Calculated values
* energy relative to the best compared isomer or geometry (same formula, charge and spin): 44.8 kcal per mole
* E: -35062.0434 eV
* HOMO-LUMO gap: 7.43 eV
* SMILES string: O=C(/C=N/N1C[C@H](CN2CCOCC2)OC1=O)c1ccc([N+](=O)[O-])o1

Among the records above, which one has the lowest HOMO-LUMO gap?
C14H16N4O7